1.
This record from the OMol25 dataset describes a molecular structure, C41H27F4N8O3Pb in a non-equilibrium geometry. The level of theory is the ωB97M-V functional and the def2-TZVPD basis.

Geometry as XYZ:
```
84
Properties=species:S:1:pos:R:3
Pb 1.064 -2.320 -0.127
C -3.019 2.438 -2.182
O -1.789 1.868 -2.651
C -1.302 2.255 -3.812
C -1.938 3.164 -4.656
C -1.307 3.616 -5.792
C -0.004 3.170 -6.124
C 0.631 2.263 -5.325
C 0.004 1.746 -4.175
N 0.737 0.879 -3.416
C 0.403 -0.110 -2.485
N -0.698 -0.833 -2.766
C -1.464 -1.823 -2.126
C -1.113 -2.646 -1.071
C -1.918 -3.664 -0.615
C -3.133 -3.892 -1.249
C -3.537 -3.084 -2.299
C -2.727 -2.051 -2.743
O -3.004 -1.250 -3.790
C -4.070 -1.621 -4.676
N 1.179 -0.305 -1.465
C 2.357 0.433 -1.191
C 2.536 0.940 0.098
C 3.734 1.512 0.479
C 4.789 1.562 -0.425
C 4.637 1.061 -1.705
C 3.426 0.507 -2.105
O 3.190 -0.005 -3.343
C 4.308 -0.262 -4.206
H -3.196 1.988 -1.211
H -3.844 2.199 -2.854
H -2.932 3.520 -2.080
H -2.919 3.541 -4.408
H -1.806 4.335 -6.428
H 0.488 3.545 -7.011
H 1.622 1.911 -5.583
H 1.736 0.900 -3.625
H -1.178 -0.525 -3.601
H -1.649 -4.261 0.249
H -3.783 -4.673 -0.877
H -4.500 -3.257 -2.758
H -4.038 -0.911 -5.496
H -5.036 -1.557 -4.174
H -3.925 -2.631 -5.059
H 1.699 0.891 0.784
H 3.851 1.922 1.472
H 5.733 1.999 -0.132
H 5.461 1.111 -2.404
H 3.914 -0.829 -5.043
H 5.068 -0.847 -3.689
H 4.749 0.667 -4.570
F -1.197 1.945 1.611
C -1.810 2.109 2.788
C -2.034 3.354 3.254
F -1.643 4.378 2.532
C -2.677 3.577 4.529
C -3.199 2.393 5.173
C -2.971 1.148 4.687
F -3.446 0.099 5.328
C -2.188 0.933 3.510
C -1.786 -0.331 3.100
C -0.900 -0.586 2.041
N -0.150 -0.970 1.254
C -2.121 -1.559 3.754
N -2.324 -2.600 4.197
F -3.892 2.524 6.272
C -2.737 4.821 5.113
C -3.306 5.061 6.396
N -3.722 5.285 7.444
C -2.167 5.984 4.514
N -1.688 6.925 4.059
N 1.895 -2.913 2.093
C 2.490 -3.364 2.975
C 3.196 -3.928 4.055
C 4.574 -3.694 4.186
C 5.262 -4.301 5.216
C 4.595 -5.124 6.116
C 3.228 -5.343 5.995
C 2.520 -4.747 4.970
H 5.080 -3.051 3.478
H 6.326 -4.135 5.314
H 5.144 -5.596 6.920
H 2.710 -5.978 6.699
H 1.454 -4.902 4.865
```

Summary:
frontier orbital gap (alpha / beta)	4.92 / 4.92	eV
HOMO level (alpha / beta)	-15.65 / -15.63	eV
total charge	+3

***

2.
This record from the OMol25 dataset describes 2 unconnected molecules or ions with the total composition CClNS in a non-equilibrium geometry. The level of theory is the ωB97M-V functional and the def2-TZVPD basis.

Geometry as XYZ:
```
4
Properties=species:S:1:pos:R:3
C -1.246 0.175 0.026
N -2.365 0.329 -0.030
S 1.581 -1.235 0.011
Cl 2.030 0.731 -0.007
```

Summary:
frontier orbital gap (alpha / beta)	5.38 / 5.35	eV
HOMO level (alpha / beta)	-10.32 / -10.31	eV
energy relative to the best compared isomer or geometry (same formula, charge and spin)	449.4	kJ/mol

***

3.
This record from the OMol25 dataset describes a molecular structure, C53H47N12O3P2SSr in a non-equilibrium geometry. The level of theory is the ωB97M-V functional and the def2-TZVPD basis.

Geometry as XYZ:
```
119
Properties=species:S:1:pos:R:3
Sr -0.741 -1.739 0.305
C 3.692 -4.464 0.496
C 2.779 -3.275 0.589
N 1.582 -3.343 1.092
N 1.238 -4.543 1.576
C 0.198 -4.607 2.365
N -0.145 -5.784 2.903
S -0.739 -3.190 2.801
C 3.283 -1.947 0.250
C 4.577 -1.738 -0.257
C 5.036 -0.441 -0.413
C 4.200 0.612 -0.070
C 2.934 0.308 0.421
N 2.475 -0.925 0.568
H 3.118 -5.351 0.739
H 4.504 -4.361 1.209
H 4.119 -4.550 -0.496
H 0.530 -6.535 2.877
H -0.824 -5.715 3.647
H 5.224 -2.564 -0.509
H 6.034 -0.251 -0.778
H 4.536 1.633 -0.170
H 2.254 1.077 0.759
O -2.609 -1.380 1.161
P -3.190 -1.700 -0.151
C -2.010 -2.354 -1.281
P -1.368 -0.794 -1.783
O -1.259 0.142 -0.650
C 0.244 -1.398 -2.099
C 1.220 -0.437 -2.286
C 2.465 -0.819 -2.733
C 2.706 -2.160 -2.995
C 1.719 -3.118 -2.819
C 0.473 -2.727 -2.375
C -1.884 -0.349 -3.381
C -2.003 -1.369 -4.307
C -2.287 -1.045 -5.612
C -2.380 0.296 -5.967
C -2.180 1.309 -5.040
C -1.915 0.985 -3.725
C -3.873 -0.391 -1.112
C -3.815 0.925 -0.704
C -4.264 1.899 -1.574
C -4.772 1.532 -2.813
C -4.822 0.204 -3.212
C -4.337 -0.767 -2.360
C -4.416 -2.999 -0.199
C -5.760 -2.723 -0.025
C -6.683 -3.719 -0.279
C -6.254 -4.954 -0.747
C -4.907 -5.226 -0.914
C -3.982 -4.249 -0.616
H -2.472 -2.884 -2.126
H -1.272 -3.005 -0.863
H 0.937 0.597 -2.110
H 3.232 -0.079 -2.895
H 3.664 -2.457 -3.391
H 1.905 -4.155 -3.056
H -0.335 -3.456 -2.340
H -1.878 -2.404 -3.988
H -2.433 -1.825 -6.344
H -2.594 0.558 -6.992
H -2.224 2.347 -5.340
H -1.757 1.723 -2.940
H -3.381 1.141 0.265
H -4.223 2.933 -1.273
H -5.121 2.296 -3.492
H -5.194 -0.071 -4.189
H -4.317 -1.829 -2.630
H -6.050 -1.728 0.306
H -7.737 -3.532 -0.135
H -6.978 -5.713 -0.995
H -4.577 -6.180 -1.295
H -2.920 -4.468 -0.722
C 2.190 0.444 5.722
N 1.295 0.074 4.658
C 1.560 -0.358 3.411
N 0.419 -0.549 2.743
C -0.533 -0.223 3.678
N -0.016 0.160 4.818
C 2.958 1.734 5.504
C 3.670 2.261 6.577
C 4.422 3.414 6.436
C 4.480 4.063 5.217
C 3.765 3.542 4.140
C 2.995 2.386 4.284
C 3.804 4.207 2.854
N 4.729 4.983 2.366
N 4.355 5.325 1.127
C 3.208 4.760 0.903
O 2.803 4.020 1.964
C 2.365 4.834 -0.268
C 2.858 5.205 -1.515
C 2.002 5.213 -2.601
C 0.672 4.846 -2.456
C 0.174 4.473 -1.211
C -1.268 4.046 -1.054
N -1.475 3.226 0.107
C -0.699 2.246 0.604
N -1.179 1.813 1.743
C -2.280 2.573 1.920
N -2.493 3.439 0.956
C 1.023 4.495 -0.118
H 2.905 -0.369 5.879
H 1.573 0.542 6.618
H 2.549 -0.585 3.047
H -1.589 -0.333 3.497
H 3.644 1.759 7.532
H 4.956 3.810 7.286
H 5.050 4.969 5.090
H 2.433 1.999 3.444
H 3.895 5.472 -1.622
H 2.377 5.493 -3.573
H 0.017 4.853 -3.317
H -1.586 3.503 -1.957
H -1.928 4.917 -0.959
H 0.174 1.861 0.126
H -2.928 2.478 2.768
H 0.664 4.251 0.870
```

Summary:
frontier orbital gap	5.97	eV
HOMO level	-8.82	eV
energy relative to the best compared isomer or geometry (same formula, charge and spin)	1014.3	kJ/mol
total charge	+1

***

In the order shown, the computed E_tot values come out to -2833.5157, -951.0278, -4041.9802 hartree.